Record 1
The following is a DFT calculation (the ωB97M-V functional and the def2-TZVPD basis) of a structure of composition C23H23BrIrN6O3 in a non-equilibrium geometry.

## Properties
- LUMO level (spin up / spin down): -3.9 / -5.7 eV
- Total charge: +1
- <S²>: 6.113
- Spin multiplicity: 5

XYZ file:
```
57
C23H23BrIrN6O3, DFT the ωB97M-V functional and the def2-TZVPD basis
Ir 0.046 -0.399 -0.004
Br -5.122 4.821 -1.300
C -3.877 3.397 -1.308
C -3.775 2.573 -2.434
C -2.876 1.533 -2.419
C -2.064 1.262 -1.311
O -1.257 0.211 -1.402
C -2.146 2.123 -0.178
C -1.354 2.026 0.985
N -0.420 1.055 1.265
C 0.214 0.950 2.484
C -0.013 1.753 3.602
C 0.742 1.563 4.770
C 1.717 0.601 4.860
C 1.954 -0.255 3.758
C 2.921 -1.279 3.745
C 3.075 -2.068 2.632
C 2.246 -1.864 1.529
N 1.321 -0.917 1.518
C 1.182 -0.088 2.590
C -3.086 3.187 -0.221
H -4.395 2.757 -3.301
H -2.766 0.884 -3.280
H -1.475 2.816 1.713
H -0.762 2.530 3.576
H 0.550 2.206 5.620
H 2.303 0.482 5.762
H 3.537 -1.431 4.623
H 3.818 -2.853 2.597
H 2.321 -2.483 0.643
H -3.177 3.845 0.634
C -3.174 -3.773 0.802
C -2.079 -2.820 0.438
N -1.790 -1.726 1.086
O -2.532 -1.484 2.156
C -1.239 -3.072 -0.704
C -1.499 -4.196 -1.627
N -0.191 -2.229 -0.908
O 0.577 -2.475 -1.864
H -3.735 -3.408 1.655
H -2.758 -4.752 1.046
H -3.856 -3.900 -0.040
H -2.213 -0.623 2.483
H -1.489 -5.147 -1.088
H -0.751 -4.218 -2.413
H -2.489 -4.076 -2.074
C 4.702 0.991 -2.911
N 3.431 0.265 -2.851
C 3.000 -0.474 -4.042
C 2.590 0.469 -1.869
N 1.843 0.642 -0.998
H 4.652 1.787 -3.655
H 5.495 0.297 -3.184
H 4.928 1.422 -1.939
H 2.727 0.212 -4.846
H 2.147 -1.102 -3.797
H 3.821 -1.107 -4.376
```



Record 2
The following is a DFT calculation (the ωB97M-V functional and the def2-TZVPD basis) of the molecule CH2O2 in a non-equilibrium geometry.

## Properties
- LUMO level: 0.6 eV
- ΔE to the lowest compared entry with this formula, charge and spin: 31.9 kJ/mol
- SMILES string: O=CO
- Spin multiplicity: 1

XYZ file:
```
5
CH2O2, DFT the ωB97M-V functional and the def2-TZVPD basis
C 0.348 -0.114 -0.106
H -1.270 0.333 0.518
H -0.187 -0.940 -0.702
O -0.432 0.736 0.492
O 1.542 -0.014 -0.202
```



Record 3
The following is a DFT calculation (the ωB97M-V functional and the def2-TZVPD basis) of a cluster of 6 separate species, C31H65NO9 in total in a non-equilibrium geometry.

## Properties
- LUMO level: -1.5 eV
- SMILES string: C[C@@H](O)CNCCOC1=CC(=O)C=CC1=O.CCOCC.CCOCC.CCOCC.CCOCC.CCOCC
- Spin multiplicity: 1

XYZ file:
```
106
C31H65NO9, DFT the ωB97M-V functional and the def2-TZVPD basis
C 0.979 1.612 5.053
C 0.913 2.806 3.884
O 1.419 2.345 2.577
C -0.543 3.555 3.840
N -1.524 3.011 2.828
C -1.849 1.549 3.040
C -1.187 0.612 1.823
O -1.018 1.398 0.557
C 0.093 0.770 -0.179
C 1.341 1.502 -0.637
C 2.521 0.627 -1.431
O 3.329 1.126 -2.369
C 2.664 -0.957 -0.918
C 1.437 -1.692 -0.468
C 0.014 -0.822 -0.566
O -1.142 -1.351 -0.975
H 0.445 0.619 4.668
H 0.429 2.083 5.993
H 2.117 1.387 5.279
H 1.697 3.623 4.262
H 1.951 3.095 2.168
H -0.332 4.685 3.521
H -0.979 3.629 4.943
H -2.435 3.515 3.048
H -1.601 1.136 4.110
H -3.017 1.438 2.902
H -0.159 0.163 2.205
H -1.887 -0.301 1.581
H 1.485 2.653 -0.444
H 3.693 -1.512 -0.859
H 1.412 -2.791 -0.060
C 1.613 -7.624 -0.180
C 1.124 -6.728 0.945
O 0.762 -5.421 0.507
C -0.314 -5.338 -0.425
C -1.629 -5.861 0.127
H 2.395 -7.126 -0.762
H 2.012 -8.560 0.223
H 0.802 -7.876 -0.870
H 1.938 -6.597 1.666
H 0.296 -7.192 1.490
H -0.049 -5.840 -1.361
H -0.435 -4.276 -0.664
H -1.594 -6.945 0.277
H -2.448 -5.645 -0.565
H -1.853 -5.404 1.096
C 0.610 -0.551 -4.591
C 2.087 -0.288 -4.825
O 2.617 -1.001 -5.939
C 2.057 -0.695 -7.214
C 2.271 0.749 -7.634
H 0.407 -1.627 -4.558
H 0.285 -0.100 -3.649
H -0.003 -0.128 -5.393
H 2.646 -0.628 -3.947
H 2.287 0.784 -4.926
H 0.996 -0.963 -7.241
H 2.561 -1.346 -7.937
H 1.693 1.435 -7.007
H 1.955 0.897 -8.671
H 3.325 1.029 -7.540
C -7.237 -1.152 -3.374
C -6.790 -1.461 -1.957
O -5.506 -2.078 -1.893
C -4.409 -1.315 -2.389
C -4.176 -0.026 -1.621
H -7.146 -2.037 -4.012
H -8.278 -0.815 -3.382
H -6.627 -0.362 -3.822
H -7.496 -2.171 -1.514
H -6.814 -0.565 -1.328
H -4.530 -1.123 -3.460
H -3.521 -1.948 -2.285
H -4.990 0.687 -1.787
H -3.245 0.449 -1.943
H -4.125 -0.218 -0.545
C 4.709 3.508 -4.035
C 4.981 4.175 -2.698
O 6.106 5.049 -2.721
C 6.023 6.170 -3.598
C 4.893 7.122 -3.250
H 5.618 3.039 -4.426
H 3.932 2.745 -3.931
H 4.368 4.233 -4.780
H 5.208 3.399 -1.959
H 4.094 4.703 -2.331
H 5.955 5.837 -4.639
H 6.973 6.706 -3.505
H 3.916 6.666 -3.437
H 4.958 8.031 -3.855
H 4.928 7.396 -2.191
C -2.449 -1.757 6.596
C -1.232 -0.909 6.920
O -1.527 0.481 7.031
C -2.433 0.858 8.065
C -1.924 0.532 9.458
H -2.985 -1.354 5.731
H -2.151 -2.788 6.380
H -3.153 -1.781 7.434
H -0.510 -1.007 6.102
H -0.729 -1.266 7.824
H -3.419 0.417 7.890
H -2.559 1.943 7.985
H -1.889 -0.548 9.626
H -2.581 0.967 10.217
H -0.910 0.919 9.602
```



Record 4
The following is a DFT calculation (the ωB97M-V functional and the def2-TZVPD basis) of a structure of composition C5H12O2.

## Properties
- LUMO level: 0.2 eV
- ΔE to the lowest compared entry with this formula, charge and spin: 353.0 kJ/mol
- Spin multiplicity: 1

XYZ file:
```
19
C5H12O2, DFT the ωB97M-V functional and the def2-TZVPD basis
C 2.350 -0.502 0.739
C 1.511 0.180 -0.339
C 0.123 -0.337 -0.489
O -0.336 0.181 1.595
C -0.876 0.217 -1.278
C -2.521 0.065 -0.307
O -2.546 0.892 0.647
H 3.409 -0.253 0.620
H 2.031 -0.229 1.747
H 2.252 -1.591 0.654
H 1.932 -0.060 -1.328
H 1.533 1.276 -0.271
H 0.002 -1.386 -0.218
H 0.085 1.043 1.708
H -1.280 -0.448 -2.038
H -0.839 1.276 -1.526
H -2.384 -1.020 -0.115
H -3.150 0.261 -1.190
H -1.297 0.434 1.388
```



Record 5
The following is a DFT calculation (the ωB97M-V functional and the def2-TZVPD basis) of a cluster of 2 separate species, C2H3BrN in total in a non-equilibrium geometry.

## Properties
- LUMO level (spin up / spin down): -6.0 / -5.9 eV
- Total charge: +1
- ΔE to the lowest compared entry with this formula, charge and spin: 637.6 kJ/mol
- Spin multiplicity: 1

XYZ file:
```
7
C2H3BrN, DFT the ωB97M-V functional and the def2-TZVPD basis
C 0.084 0.405 -0.724
C -1.901 -0.792 -0.067
N 1.097 0.202 0.246
Br -3.320 -0.371 -0.949
H 1.079 -0.740 0.683
H 0.933 0.907 0.992
H 2.027 0.390 -0.182
```



Record 6
The following is a DFT calculation (the ωB97M-V functional and the def2-TZVPD basis) of a structure of composition C16H33CdClP2 in a non-equilibrium geometry.

## Properties
- LUMO level: 0.4 eV
- ΔE to the lowest compared entry with this formula, charge and spin: 0.0 kJ/mol
- Spin multiplicity: 1

XYZ file:
```
53
C16H33CdClP2, DFT the ωB97M-V functional and the def2-TZVPD basis
P -2.110 0.848 -2.006
P 1.820 0.308 -2.119
C -0.764 1.314 -3.191
C 0.501 0.470 -3.407
H -0.519 2.377 -3.066
H -1.342 1.248 -4.109
H 0.250 -0.506 -3.847
H 1.128 0.990 -4.125
C 2.748 1.877 -2.099
H 3.529 1.767 -1.330
H 2.074 2.700 -1.808
H 3.230 2.125 -3.057
C 2.873 -1.100 -2.612
H 3.381 -0.936 -3.575
H 2.276 -2.024 -2.663
H 3.633 -1.215 -1.823
C -3.098 2.307 -1.566
H -3.682 2.041 -0.667
H -3.797 2.628 -2.357
H -2.435 3.148 -1.306
C -3.113 -0.473 -2.771
H -2.495 -1.375 -2.928
H -3.584 -0.198 -3.730
H -3.914 -0.739 -2.057
Cd -0.231 -0.115 -0.633
C 0.936 0.950 -6.355
C 1.357 2.145 -5.885
C 0.851 3.456 -6.411
C -0.675 3.518 -6.682
C -1.553 2.709 -5.764
C -1.978 1.445 -6.029
C -1.499 0.648 -7.208
C 0.008 0.788 -7.531
C -1.131 0.237 1.318
H 1.368 0.000 -6.003
H 2.224 2.237 -5.208
H 1.383 3.723 -7.337
H 1.119 4.240 -5.692
H -0.965 4.571 -6.574
H -0.847 3.276 -7.737
H -1.934 3.270 -4.898
H -2.815 0.995 -5.469
H -2.074 0.910 -8.107
H -1.729 -0.407 -7.021
H 0.301 -0.130 -8.055
H 0.134 1.595 -8.262
H -0.831 -0.624 1.930
H -2.222 0.295 1.244
H -0.721 1.164 1.740
Cl 1.458 -2.670 0.415
C 0.065 -2.345 -0.524
H -0.818 -2.693 0.037
H 0.210 -2.780 -1.518
```



Record 7
The following is a DFT calculation (the ωB97M-V functional and the def2-TZVPD basis) of a cluster of 2 separate species, C15H17FN2O2 in total in a non-equilibrium geometry.

## Properties
- LUMO level: -1.6 eV
- ΔE to the lowest compared entry with this formula, charge and spin: 739.3 kJ/mol
- Spin multiplicity: 1

XYZ file:
```
37
C15H17FN2O2, DFT the ωB97M-V functional and the def2-TZVPD basis
C -0.400 -1.075 -2.407
C 0.498 0.095 -2.290
N 1.001 0.428 -1.090
F 0.728 -0.458 0.015
C 1.850 1.446 -0.867
C 2.352 1.690 0.505
C 2.217 2.237 -1.951
C 1.722 1.965 -3.233
C 2.114 2.827 -4.412
C 0.863 0.870 -3.386
H -0.694 -1.183 -3.450
H 0.107 -1.997 -2.113
H -1.312 -0.949 -1.818
H 3.029 2.547 0.471
H 1.541 1.928 1.197
H 2.908 0.834 0.894
H 2.902 3.064 -1.768
H 1.632 2.460 -5.328
H 1.811 3.872 -4.256
H 3.203 2.819 -4.563
H 0.474 0.605 -4.371
C -0.016 -2.127 2.438
N 0.981 -1.240 2.675
O 2.199 -1.578 2.575
O 0.680 -0.049 3.011
C -1.382 -1.796 2.648
C -1.803 -0.481 2.961
C -3.147 -0.173 3.109
C -4.111 -1.186 2.970
C -3.726 -2.514 2.697
C -2.374 -2.811 2.546
H 0.270 -3.133 2.141
H -1.036 0.269 3.091
H -3.408 0.864 3.329
H -5.164 -0.937 3.081
H -4.479 -3.302 2.593
H -2.035 -3.830 2.354
```



Record 8
The following is a DFT calculation (the ωB97M-V functional and the def2-TZVPD basis) of the molecule C2H3NO2S in a non-equilibrium geometry.

## Properties
- LUMO level: 0.4 eV
- ΔE to the lowest compared entry with this formula, charge and spin: 246.8 kJ/mol
- SMILES string: O=CONC=S
- Spin multiplicity: 1

XYZ file:
```
9
C2H3NO2S, DFT the ωB97M-V functional and the def2-TZVPD basis
C 1.217 -0.931 -0.732
C -1.338 1.041 0.576
H 1.748 -1.751 -0.271
H 0.271 -0.583 1.075
H -1.948 1.816 0.109
N 0.578 -0.206 0.201
O -0.272 0.772 -0.245
O -1.598 0.477 1.616
S 1.343 -0.633 -2.329
```



| no. | DFT total energy (Eh) |
| --- | --- |
| 1 | -4122.442709 |
| 2 | -189.776583 |
| 3 | -1951.639444 |
| 4 | -348.070349 |
| 5 | -2706.149416 |
| 6 | -1939.868234 |
| 7 | -941.386418 |
| 8 | -681.365334 |